Record 1
10
Properties=species:S:1:pos:R:3 method="wB97M-V/def2-TZVPD" energy_ha=-226.4530 multiplicity=1 smiles="[H]/N=C/N.O" fmax_ev_per_a=0.95 homo_lumo_gap_ev=10.308
H 0.094 2.124 -0.391
N -0.072 1.151 -0.187
C 0.779 0.635 0.611
N 0.787 -0.681 0.849
H 1.552 1.205 1.088
H 0.034 -1.185 0.407
H 1.465 -1.160 1.405
O -1.677 -0.930 -0.977
H -1.489 0.013 -0.918
H -1.471 -1.172 -1.886

Record 2
12
Properties=species:S:1:pos:R:3 method="wB97M-V/def2-TZVPD" energy_ha=-699.7690 multiplicity=1 fmax_ev_per_a=5.22 homo_lumo_gap_ev=8.078
C -0.047 0.302 0.639
N -1.350 0.151 0.949
N 0.605 -0.870 0.281
O -1.301 0.658 -1.627
O 1.637 0.326 -1.797
S -0.177 1.355 -1.117
H 0.511 0.846 1.364
H -2.030 0.892 1.137
H -1.751 -0.722 0.446
H 2.243 1.057 -1.842
H 1.612 -0.860 0.087
H -0.070 -1.464 -0.311